98
Properties=species:S:1:pos:R:3:lowdin_charge:R:1 method="wB97M-V/def2-TZVPD" lumo_energy_ev=0.46 de_lowest_kcal_mol=278.1 orbital_gap_ev=9.150 total_charge=0 e_tot_ev=-59841.6077 smiles="C=C[C@H](O[C@@H](CCN)CCCCCCCCOC(C)=O)[C@H](Cl)N(CCO)CCC(C)C.CC(C)=O.CC(C)=O"
C -3.331 2.650 -1.742 -0.02
C -1.970 3.248 -1.700 -0.12
C -0.658 2.565 -0.918 -0.31
O -0.471 1.149 -1.271 -0.17
C -0.188 0.992 -2.732 -0.28
C 1.189 0.109 -2.837 -0.11
C 2.433 1.160 -2.455 -0.25
N 3.395 0.591 -1.433 -0.04
C -1.519 0.289 -3.382 -0.15
C -1.220 -0.873 -4.498 -0.21
C -0.911 -2.360 -3.873 -0.22
C -2.223 -3.332 -3.722 -0.20
C -2.600 -3.384 -2.101 -0.22
C -4.007 -4.223 -1.815 -0.19
C -4.947 -3.285 -0.839 -0.19
C -4.614 -3.431 0.763 -0.19
O -3.183 -3.292 1.076 -0.10
C -2.733 -1.893 1.015 -0.28
C -1.135 -1.617 0.642 -0.01
O -3.481 -0.806 1.235 -0.05
C -1.065 2.622 0.703 -0.52
Cl -1.228 4.442 1.179 0.54
N -0.068 1.922 1.599 -0.18
C -0.371 2.068 3.066 -0.19
C -1.939 1.876 3.496 -0.22
O -2.173 1.871 4.962 -0.15
C 1.323 2.326 1.207 -0.21
C 2.484 2.210 2.344 -0.16
C 2.956 0.694 2.742 -0.36
C 1.960 -0.511 2.264 -0.13
C 4.462 0.310 2.127 -0.12
H -3.680 1.682 -1.166 0.08
H -4.148 3.214 -2.381 0.07
H -1.802 4.282 -2.265 0.12
H 0.248 3.265 -1.184 0.13
H 0.028 2.040 -3.246 0.16
H 1.197 -0.778 -2.070 0.11
H 1.444 -0.292 -3.908 0.11
H 3.053 1.339 -3.453 0.10
H 1.994 2.223 -2.167 0.11
H 4.344 1.002 -1.658 0.08
H 3.444 -0.451 -1.473 0.07
H -2.129 1.154 -3.934 0.12
H -2.248 -0.103 -2.527 0.12
H -2.210 -0.989 -5.152 0.11
H -0.393 -0.473 -5.240 0.11
H -0.040 -2.858 -4.504 0.11
H -0.459 -2.215 -2.782 0.09
H -3.149 -3.024 -4.370 0.11
H -1.852 -4.436 -3.980 0.12
H -1.755 -3.887 -1.462 0.12
H -2.802 -2.275 -1.749 0.09
H -3.753 -5.220 -1.222 0.12
H -4.563 -4.474 -2.840 0.12
H -4.930 -2.136 -1.138 0.12
H -6.059 -3.654 -0.988 0.12
H -5.307 -2.668 1.360 0.14
H -4.954 -4.508 1.105 0.14
H -0.494 -2.342 1.303 0.09
H -0.908 -1.836 -0.496 0.07
H -0.805 -0.513 0.896 0.07
H -2.160 2.147 0.737 0.13
H -0.055 3.158 3.428 0.12
H 0.254 1.328 3.765 0.13
H -2.683 2.645 2.976 0.12
H -2.285 0.806 3.113 0.12
H -2.766 1.073 5.167 0.10
H 1.395 3.429 0.757 0.12
H 1.651 1.608 0.312 0.11
H 3.451 2.733 1.875 0.11
H 2.278 2.843 3.335 0.12
H 3.102 0.672 3.922 0.13
H 1.075 -0.564 3.062 0.08
H 2.535 -1.547 2.384 0.09
H 1.585 -0.450 1.157 0.07
H 4.399 -0.677 1.472 0.07
H 4.961 1.197 1.550 0.07
H 5.199 0.047 3.026 0.08
C -0.950 -0.218 7.246 -0.03
C -1.043 -0.756 8.649 -0.49
O -0.070 -1.262 9.204 0.05
C -2.373 -0.651 9.345 -0.03
H 0.068 -0.362 6.869 0.09
H -1.643 -0.757 6.595 0.08
H -1.177 0.851 7.242 0.08
H -3.130 -1.209 8.788 0.08
H -2.664 0.399 9.435 0.09
H -2.292 -1.079 10.350 0.08
C 7.008 0.467 -4.933 -0.03
C 5.859 1.297 -5.439 -0.49
O 5.200 2.006 -4.680 0.04
C 5.546 1.225 -6.910 -0.03
H 7.117 0.618 -3.854 0.08
H 6.812 -0.592 -5.120 0.09
H 7.934 0.776 -5.425 0.09
H 5.286 0.200 -7.185 0.09
H 6.407 1.568 -7.490 0.09
H 4.693 1.875 -7.132 0.09



105
Properties=species:S:1:pos:R:3:lowdin_charge:R:1 method="wB97M-V/def2-TZVPD" lumo_energy_ev=-0.04 de_lowest_kcal_mol=0.0 orbital_gap_ev=7.307 total_charge=0 e_tot_ev=-72488.2459
Rb -0.113 0.183 -0.049 0.80
C -4.016 -1.158 -0.303 -0.17
C -2.881 -2.157 -0.538 -0.22
N -1.783 -2.017 0.416 -0.15
C -2.079 -2.525 1.752 -0.22
C -0.872 -2.354 2.669 -0.21
N -0.350 -0.989 2.599 -0.12
C 0.176 -0.414 3.839 -0.21
C -0.619 0.806 4.316 -0.17
C -0.341 2.086 3.527 -0.22
N -0.892 2.070 2.168 -0.11
C -2.324 2.361 2.064 -0.21
C -3.132 1.219 1.460 -0.23
N -2.752 0.989 0.071 -0.17
C -3.743 0.281 -0.740 -0.22
H -4.315 -1.172 0.749 0.10
H -4.886 -1.502 -0.868 0.11
H -2.473 -2.008 -1.541 0.11
H -3.305 -3.172 -0.512 0.11
H -0.966 -2.508 0.062 0.06
H -2.379 -3.584 1.739 0.12
H -2.916 -1.957 2.165 0.10
H -0.102 -3.090 2.400 0.11
H -1.187 -2.571 3.691 0.11
H 0.378 -0.987 1.897 -0.05
H 1.220 -0.118 3.695 0.12
H 0.180 -1.164 4.636 0.11
H -0.378 0.999 5.366 0.11
H -1.688 0.567 4.269 0.11
H 0.742 2.213 3.442 0.11
H -0.718 2.948 4.095 0.11
H -0.353 2.688 1.579 0.07
H -2.486 3.260 1.457 0.12
H -2.728 2.583 3.055 0.12
H -4.206 1.450 1.560 0.12
H -2.921 0.314 2.038 0.10
H -2.562 1.881 -0.377 0.08
H -3.370 0.269 -1.770 0.12
H -4.704 0.815 -0.749 0.11
N 0.198 -2.513 -2.562 0.15
C 0.087 -1.479 -3.419 -0.46
N 0.026 -1.772 -4.722 0.18
C -0.074 -0.717 -5.521 -0.45
N -0.137 -0.947 -6.849 0.16
N -0.116 0.566 -5.127 0.17
C -0.073 0.732 -3.813 -0.28
N 0.022 -0.229 -2.902 0.11
C -0.142 2.166 -3.348 -0.20
C 0.003 3.191 -4.279 0.00
C -0.052 4.505 -3.849 -0.05
C -0.262 4.762 -2.506 -0.05
C -0.401 3.681 -1.654 -0.15
N -0.339 2.411 -2.050 0.06
H 0.393 -3.392 -3.014 0.11
H 0.708 -2.363 -1.677 -0.07
H -0.065 -1.888 -7.187 0.10
H -0.172 -0.170 -7.481 0.10
H 0.159 2.935 -5.316 0.11
H 0.066 5.318 -4.554 0.11
H -0.311 5.772 -2.121 0.11
H -0.565 3.845 -0.592 0.10
C 5.267 1.804 0.083 -0.02
C 3.749 1.873 -0.055 -0.64
C 3.383 2.663 -1.306 -0.02
C 3.140 2.529 1.182 -0.02
O 3.124 0.592 -0.178 -0.20
Si 3.695 -0.956 0.028 -0.17
S 2.064 -2.208 0.054 0.32
O 4.509 -0.896 1.462 -0.16
C 5.439 -1.811 2.055 -0.65
C 6.846 -1.438 1.594 -0.03
C 5.124 -3.256 1.681 -0.05
C 5.303 -1.619 3.560 -0.03
O 4.867 -1.288 -1.089 -0.16
C 4.772 -1.682 -2.464 -0.65
C 4.619 -3.198 -2.520 -0.03
C 6.080 -1.251 -3.114 -0.03
C 3.594 -1.003 -3.157 -0.03
H 5.678 2.817 0.059 0.09
H 5.704 1.228 -0.736 0.08
H 5.550 1.328 1.022 0.08
H 3.678 3.711 -1.202 0.09
H 2.305 2.613 -1.476 0.07
H 3.889 2.248 -2.180 0.08
H 3.610 3.493 1.390 0.09
H 3.281 1.871 2.042 0.09
H 2.066 2.688 1.032 0.07
H 6.910 -1.511 0.506 0.08
H 7.586 -2.106 2.043 0.09
H 7.080 -0.410 1.886 0.08
H 5.286 -3.427 0.613 0.07
H 4.082 -3.493 1.904 0.06
H 5.775 -3.930 2.244 0.09
H 5.484 -0.572 3.819 0.08
H 6.020 -2.245 4.096 0.08
H 4.292 -1.885 3.877 0.09
H 5.471 -3.674 -2.031 0.09
H 4.570 -3.543 -3.557 0.09
H 3.707 -3.495 -1.997 0.05
H 6.924 -1.707 -2.591 0.09
H 6.187 -0.164 -3.061 0.08
H 6.108 -1.557 -4.163 0.09
H 2.655 -1.334 -2.709 0.04
H 3.588 -1.249 -4.222 0.09
H 3.658 0.082 -3.045 0.08



101
Properties=species:S:1:pos:R:3:lowdin_charge:R:1 method="wB97M-V/def2-TZVPD" lumo_energy_ev=-0.35 orbital_gap_ev=8.326 total_charge=0 e_tot_ev=-56074.2005 smiles="CNCC1=C(COO)C(=O)C(Cc2ccccc2)=CC1=O.CCO.CCO.CCO.CCO.CCO.CCO.CCO"
C -1.443 -2.573 1.390 -0.11
N -0.259 -2.125 2.106 -0.09
C 0.695 -1.391 1.255 -0.15
C 0.149 -0.025 1.044 -0.10
C -0.123 0.514 -0.142 -0.07
C 0.133 -0.127 -1.472 -0.13
O 1.445 -0.632 -1.634 -0.12
O 2.325 0.456 -1.387 -0.02
C -0.734 1.866 -0.121 -0.30
O -0.497 2.709 -0.944 0.14
C -1.663 2.113 1.020 -0.13
C -2.902 2.885 0.709 -0.08
C -3.751 1.991 -0.176 -0.21
C -3.765 2.163 -1.563 -0.03
C -4.503 1.293 -2.369 -0.07
C -5.225 0.253 -1.785 -0.09
C -5.225 0.081 -0.398 -0.08
C -4.482 0.948 0.404 -0.05
C -1.352 1.594 2.202 0.08
C -0.121 0.780 2.269 -0.34
O 0.642 0.798 3.197 0.13
H -1.299 -3.570 0.964 0.07
H -2.303 -2.622 2.052 0.07
H -1.716 -1.907 0.576 0.07
H 0.203 -2.912 2.535 0.09
H 1.626 -1.307 1.804 0.11
H 0.836 -1.921 0.315 0.12
H -0.564 -0.950 -1.607 0.14
H -0.069 0.604 -2.256 0.12
H 2.783 0.188 -0.573 0.08
H -3.438 3.068 1.635 0.10
H -2.656 3.806 0.192 0.13
H -3.183 2.967 -1.986 0.11
H -4.466 1.446 -3.430 0.07
H -5.777 -0.421 -2.426 0.10
H -5.784 -0.738 0.027 0.10
H -4.487 0.795 1.473 0.11
H -1.960 1.742 3.080 0.13
C -0.992 3.114 -5.923 -0.09
C -1.739 1.805 -5.760 -0.31
O -3.004 1.991 -5.124 -0.10
H -0.841 3.588 -4.953 0.07
H -0.019 2.955 -6.390 0.07
H -1.561 3.809 -6.546 0.07
H -1.177 1.122 -5.125 0.11
H -1.887 1.323 -6.732 0.11
H -3.524 2.583 -5.676 0.08
C -7.498 4.109 1.823 -0.09
C -6.923 2.748 2.167 -0.31
O -5.639 2.868 2.785 -0.10
H -6.824 4.645 1.154 0.08
H -8.470 4.014 1.338 0.07
H -7.621 4.716 2.723 0.07
H -6.781 2.154 1.266 0.10
H -7.596 2.201 2.835 0.11
H -5.750 3.381 3.591 0.08
C -0.316 -7.705 1.336 -0.09
C 0.044 -6.834 2.525 -0.30
O -0.801 -5.687 2.614 -0.11
H -0.245 -7.132 0.411 0.08
H 0.348 -8.567 1.267 0.08
H -1.343 -8.067 1.422 0.07
H 1.062 -6.460 2.429 0.11
H -0.023 -7.410 3.454 0.11
H -1.707 -6.000 2.711 0.08
C 4.158 3.997 -3.608 -0.09
C 5.041 2.932 -2.984 -0.32
O 4.447 2.373 -1.818 -0.10
H 3.961 4.793 -2.889 0.08
H 4.629 4.431 -4.492 0.07
H 3.195 3.574 -3.902 0.07
H 5.995 3.358 -2.677 0.11
H 5.243 2.131 -3.705 0.10
H 3.605 1.977 -2.077 0.06
C -1.387 -3.990 6.940 -0.09
C -1.863 -5.344 6.447 -0.32
O -2.370 -5.275 5.117 -0.10
H -2.200 -3.265 6.901 0.08
H -1.020 -4.052 7.965 0.07
H -0.580 -3.612 6.308 0.07
H -2.679 -5.711 7.068 0.11
H -1.048 -6.075 6.491 0.11
H -1.656 -4.964 4.549 0.05
C 5.575 1.453 2.037 -0.08
C 4.445 1.150 1.074 -0.32
O 3.721 -0.026 1.463 -0.10
H 6.265 0.610 2.092 0.08
H 6.128 2.339 1.721 0.08
H 5.189 1.631 3.044 0.07
H 4.832 0.962 0.076 0.09
H 3.755 1.997 1.012 0.12
H 3.353 0.135 2.340 0.08
C 7.943 0.229 -3.185 -0.10
C 8.199 0.118 -4.677 -0.33
O 9.537 0.471 -5.018 -0.08
H 8.145 1.243 -2.839 0.07
H 6.909 -0.023 -2.945 0.07
H 8.601 -0.443 -2.629 0.07
H 7.554 0.802 -5.227 0.11
H 7.989 -0.899 -5.026 0.11
H 10.127 -0.130 -4.554 0.08



115
Properties=species:S:1:pos:R:3:lowdin_charge:R:1 method="wB97M-V/def2-TZVPD" lumo_energy_ev=-0.74 orbital_gap_ev=8.724 total_charge=0 e_tot_ev=-122507.9487 smiles="CCCCCCc1cc(CCOC(C)=O)c(S)c2c1C(=O)NC2=O.COP(=O)(OC)OC.COP(=O)(OC)OC.COP(=O)(OC)OC.COP(=O)(OC)OC"
C -5.408 3.688 -1.408 -0.10
C -6.051 2.309 -1.322 -0.27
C -5.425 1.280 -2.252 -0.20
C -3.978 0.861 -1.923 -0.19
C -3.563 0.960 -0.464 -0.19
C -2.020 0.841 -0.337 -0.11
C -1.349 2.107 -0.808 -0.12
C -0.613 2.108 -1.998 0.04
C -0.010 3.259 -2.530 -0.21
C 0.720 3.147 -3.845 -0.12
C -0.201 2.563 -4.924 -0.15
O 0.116 3.094 -6.220 -0.02
C -0.388 4.346 -6.403 -0.54
C -1.866 4.451 -6.635 0.02
O 0.321 5.302 -6.415 0.14
C -0.132 4.478 -1.831 -0.46
S 0.616 5.978 -2.435 0.86
C -0.828 4.462 -0.617 -0.09
C -1.427 3.317 -0.108 -0.04
C -2.065 3.633 1.185 -0.38
O -2.684 2.911 1.906 0.12
N -1.840 5.019 1.454 0.17
C -1.088 5.572 0.365 -0.40
O -0.780 6.712 0.320 0.13
H -5.308 4.026 -2.437 0.07
H -6.009 4.415 -0.870 0.07
H -4.420 3.712 -0.954 0.05
H -6.001 1.981 -0.284 0.10
H -7.112 2.405 -1.540 0.10
H -5.443 1.721 -3.249 0.10
H -6.086 0.418 -2.306 0.10
H -3.301 1.399 -2.583 0.10
H -3.885 -0.190 -2.193 0.11
H -3.986 0.139 0.109 0.12
H -3.838 1.897 -0.006 0.07
H -1.764 0.644 0.699 0.11
H -1.689 0.033 -0.983 0.11
H -0.528 1.168 -2.526 0.13
H 1.563 2.480 -3.677 0.12
H 1.089 4.121 -4.132 0.07
H -0.084 1.492 -5.016 0.13
H -1.233 2.814 -4.679 0.12
H -2.318 5.037 -5.842 0.09
H -2.010 4.975 -7.571 0.09
H -2.342 3.479 -6.690 0.08
H -0.368 6.437 -3.216 -0.11
H -1.261 5.065 2.292 0.16
C 7.310 3.243 -1.522 -0.09
O 6.384 2.152 -1.634 -0.21
P 5.304 2.148 -2.809 0.33
O 5.600 3.087 -3.889 -0.22
O 3.907 2.327 -2.095 -0.21
C 3.630 3.586 -1.472 -0.08
O 5.187 0.627 -3.194 -0.21
C 6.368 -0.027 -3.683 -0.07
H 6.885 4.031 -0.901 0.09
H 8.209 2.858 -1.046 0.09
H 7.563 3.642 -2.502 0.08
H 4.077 4.412 -2.027 0.10
H 4.005 3.578 -0.448 0.09
H 2.551 3.712 -1.456 0.06
H 6.918 -0.454 -2.845 0.09
H 7.011 0.663 -4.231 0.09
H 6.052 -0.825 -4.350 0.08
C 5.497 -6.714 -4.206 -0.09
O 5.808 -5.327 -4.399 -0.22
P 5.183 -4.538 -5.639 0.33
O 4.045 -5.216 -6.258 -0.22
O 6.399 -4.208 -6.587 -0.20
C 7.037 -5.300 -7.258 -0.09
O 4.925 -3.097 -5.059 -0.22
C 4.018 -2.979 -3.954 -0.08
H 6.214 -7.335 -4.743 0.09
H 5.573 -6.918 -3.141 0.09
H 4.488 -6.939 -4.547 0.08
H 6.315 -6.071 -7.530 0.09
H 7.810 -5.722 -6.615 0.09
H 7.494 -4.906 -8.161 0.09
H 4.573 -3.072 -3.021 0.09
H 3.238 -3.739 -3.999 0.09
H 3.564 -1.993 -4.006 0.09
C -0.301 0.386 5.599 -0.09
O -0.868 -0.155 4.399 -0.21
P -1.942 -1.334 4.485 0.34
O -2.516 -1.506 5.822 -0.23
O -1.223 -2.602 3.881 -0.20
C -0.133 -3.164 4.617 -0.09
O -2.936 -1.013 3.317 -0.20
C -3.644 0.243 3.370 -0.07
H 0.592 -0.174 5.876 0.09
H -0.027 1.418 5.393 0.09
H -1.019 0.361 6.417 0.08
H -0.298 -3.082 5.692 0.09
H 0.793 -2.659 4.342 0.09
H -0.063 -4.214 4.348 0.09
H -3.062 1.010 2.866 0.05
H -3.843 0.540 4.400 0.09
H -4.589 0.101 2.854 0.09
C -3.495 -4.299 7.209 -0.08
O -2.874 -4.893 8.366 -0.22
P -3.626 -4.871 9.770 0.33
O -5.059 -4.590 9.678 -0.23
O -2.785 -3.893 10.679 -0.21
C -2.795 -2.504 10.334 -0.09
O -3.214 -6.242 10.429 -0.20
C -3.594 -7.441 9.744 -0.09
H -3.227 -3.248 7.140 0.05
H -3.115 -4.820 6.332 0.09
H -4.577 -4.407 7.245 0.08
H -3.765 -2.204 9.935 0.09
H -2.015 -2.304 9.598 0.09
H -2.592 -1.941 11.240 0.09
H -2.806 -7.728 9.050 0.09
H -4.532 -7.308 9.204 0.09
H -3.720 -8.217 10.493 0.09